Below is a cluster of 5 separate species, C53H88BF3N2O4S2 in total in a non-equilibrium geometry, with properties calculated with the ωB97M-V functional and the def2-TZVPD basis.

```
153
Properties=species:S:1:pos:R:3:forces:R:3:lowdin_charge:R:1
C 3.30967 3.05430 0.64810 0.580 0.410 -0.078 0.0996
C 3.02887 3.52506 -0.42290 -0.112 0.319 -0.554 -0.1221
C 2.73339 4.14956 -1.75463 -0.102 -0.670 0.852 -0.1776
C 1.29095 3.84260 -2.31695 1.058 0.752 0.148 -0.1532
C 0.38072 5.07178 -1.99970 -0.465 -0.348 0.158 -0.1255
C -1.05949 4.76312 -1.56926 -1.586 -0.100 -0.105 -0.0883
C -2.13874 5.30497 -2.34799 -0.151 0.204 0.288 -0.0917
C -1.93815 6.14423 -3.61268 -0.731 0.077 -0.177 -0.1279
C -2.23038 5.30070 -4.89195 0.205 -0.491 0.410 -0.2084
C -1.58971 3.88150 -4.85069 -0.124 -0.451 -0.531 -0.4340
S -0.60645 3.53174 -6.38720 0.072 -0.314 0.207 0.8151
C -1.09325 1.84311 -6.89898 -0.998 0.500 -0.083 -1.0491
S -2.29870 1.73010 -8.00641 0.794 -0.052 0.549 0.7234
N -0.39979 0.72415 -6.34650 0.286 0.057 -0.508 -0.2069
C -0.02460 -0.22232 -7.42298 -0.602 -0.734 -0.044 -0.1776
C 0.86057 -1.38783 -6.86764 -0.749 0.328 -0.670 -0.1898
O 0.81588 -1.40505 -5.45942 0.115 0.043 0.086 -0.1458
C -0.54331 -1.38917 -5.04194 0.239 -0.098 -0.263 -0.1638
C -1.25709 -0.04443 -5.43376 -0.001 -0.864 0.430 -0.1533
C -3.47628 5.06964 -1.94496 0.437 -0.427 0.652 0.0004
C -3.79623 4.29876 -0.80023 0.918 0.525 -0.682 -0.0139
C -2.76353 3.75360 -0.02026 -0.052 0.378 -0.094 -0.0919
C -3.11387 2.92524 1.22699 -0.102 -0.165 -0.293 -0.0946
C -2.97047 1.38383 1.00505 -0.964 0.924 -0.152 -0.0684
C -3.94473 0.84784 -0.02900 -0.533 -0.585 1.120 -0.1953
F -4.02915 1.37746 -1.26669 0.946 -0.254 -0.267 0.0836
C -4.76466 -0.18034 0.22249 1.189 1.567 -0.481 -0.3147
F -5.24700 -0.92953 -0.74631 -0.910 -0.063 0.495 0.1508
F -5.14755 -0.45297 1.45446 0.001 -1.120 -0.182 0.1418
C -1.39924 3.98900 -0.40514 -0.467 -0.135 -0.363 0.0232
B -0.28234 3.36646 0.56213 0.411 0.349 0.048 -0.4813
C 0.13588 4.16166 1.87993 0.206 -0.830 -0.742 0.0133
O 0.34129 2.15638 0.28910 -0.938 0.382 0.810 0.1139
C -5.31736 4.21631 -0.65686 2.652 0.663 -0.433 -0.3366
O -5.91461 3.63024 0.19174 -0.836 -0.216 -0.099 0.1439
N -5.79017 5.02223 -1.70903 -1.493 -0.246 -1.484 0.0492
C -6.96026 4.58770 -2.48415 -2.338 0.170 0.412 -0.1324
C -8.20175 4.40948 -1.63427 1.376 -0.624 0.159 -0.0938
C -8.93507 4.01943 -0.76485 -0.111 0.068 -0.143 0.1037
C -4.78176 5.55580 -2.56267 1.774 -0.894 2.023 -0.3364
O -4.94853 6.24822 -3.51919 -0.617 0.074 -0.424 0.1333
H 3.76175 2.78455 1.58574 -0.463 -0.133 -0.314 0.0286
H 3.52721 3.83226 -2.44432 -0.302 -0.014 0.096 0.1120
H 2.85279 5.23639 -1.61263 -0.043 -0.342 -0.230 0.1104
H 1.43845 3.73555 -3.40489 -0.455 0.022 0.343 0.1051
H 0.89748 2.89614 -1.92903 0.200 0.360 -0.049 0.1013
H 0.81471 5.71429 -1.21102 0.026 -0.457 -0.164 0.1282
H 0.37325 5.69805 -2.90326 -0.052 -0.228 0.485 0.0987
H -2.72036 6.92246 -3.59124 0.428 -0.182 -0.044 0.1114
H -0.98225 6.67864 -3.65556 -0.206 -0.381 0.022 0.1047
H -3.32041 5.15172 -4.92354 0.412 0.200 -0.201 0.0986
H -1.92881 5.81046 -5.81797 -0.104 0.044 0.405 0.0972
H -2.39002 3.12440 -4.84440 0.382 0.202 0.198 0.0776
H -0.91526 3.71197 -4.00342 -0.344 0.112 -0.165 0.0443
H 0.42728 0.31011 -8.26858 0.013 -0.139 0.353 0.1215
H -0.96708 -0.69327 -7.77504 0.375 0.320 -0.223 0.0936
H 1.87626 -1.32139 -7.27656 -0.046 0.041 0.730 0.1204
H 0.41780 -2.33366 -7.24567 0.255 0.289 0.062 0.1134
H -0.54754 -1.56683 -3.95907 0.041 0.259 -0.285 0.1234
H -1.05690 -2.25586 -5.50804 0.051 0.387 0.105 0.1252
H -1.49347 0.48915 -4.50197 0.006 0.214 -0.526 0.1198
H -2.17452 -0.31836 -5.99293 0.023 0.282 0.429 0.1055
H -2.53911 3.26166 2.10475 0.062 -0.265 -0.434 0.1077
H -4.16878 3.07870 1.50434 0.425 0.108 -0.272 0.1148
H -1.95252 1.07445 0.73565 -0.239 0.086 0.132 0.1059
H -3.24514 0.91261 1.96106 0.286 -0.092 -0.400 0.1292
H 0.13193 5.24609 1.71038 0.032 -0.265 0.330 0.0758
H 1.11770 3.77296 2.18909 -0.245 0.429 0.066 0.0425
H -0.59421 3.87479 2.65736 0.242 0.351 -0.145 0.0654
H -0.25478 1.54662 -0.15819 0.272 0.103 -0.551 0.0929
H -6.76293 3.63597 -3.01034 0.014 0.253 0.345 0.1407
H -7.22584 5.31624 -3.26098 0.620 0.028 0.273 0.1194
H -9.54788 3.62825 0.02616 0.070 0.310 -0.375 0.0368
C 4.18886 2.81842 8.11024 -0.130 -0.059 0.090 -0.1112
C 3.56090 1.55817 7.52428 0.153 -0.007 0.008 -0.2675
C 3.89395 1.34548 6.04824 -0.061 -0.082 -0.035 -0.2246
C 3.38595 2.43934 5.10703 0.032 0.103 0.056 -0.2252
C 1.87748 2.68009 5.14794 0.024 -0.061 -0.124 -0.2659
C 1.06230 1.46589 4.71598 -0.084 0.103 0.057 -0.1069
H 3.82589 3.72022 7.61430 0.034 0.002 0.004 0.0651
H 3.94332 2.90436 9.17049 0.057 0.052 -0.008 0.0689
H 5.27694 2.78934 8.01731 -0.008 0.039 -0.023 0.0724
H 2.47763 1.58243 7.67324 0.006 -0.009 -0.038 0.1002
H 3.92536 0.69329 8.08739 -0.050 -0.008 -0.011 0.0914
H 3.49402 0.37746 5.73232 0.005 0.017 -0.016 0.1021
H 4.98064 1.27032 5.93676 -0.007 0.001 0.025 0.1103
H 3.67514 2.17548 4.08372 -0.024 -0.009 0.005 0.0955
H 3.89898 3.37977 5.32868 0.013 -0.020 0.002 0.1032
H 1.64143 3.51298 4.48024 0.010 0.027 0.057 0.0869
H 1.56755 2.99450 6.14849 0.044 0.003 0.005 0.1008
H 1.32463 1.16360 3.69903 0.002 -0.026 0.014 0.0738
H -0.00404 1.70159 4.73313 0.000 -0.064 -0.032 0.0670
H 1.22128 0.61440 5.37960 -0.001 -0.012 -0.028 0.0658
C 3.06787 -4.09676 -4.64173 0.108 -0.021 0.039 -0.1035
C 3.70084 -3.81931 -6.00047 -0.147 0.058 0.018 -0.2629
C 2.96077 -4.48518 -7.16033 0.106 0.005 -0.072 -0.2290
C 2.92725 -6.01415 -7.11651 -0.038 -0.019 0.086 -0.2277
C 4.29689 -6.69051 -7.07425 -0.044 -0.030 -0.127 -0.2712
C 5.14564 -6.41204 -8.31051 0.088 -0.041 0.119 -0.1133
H 3.07857 -5.16174 -4.40116 -0.005 0.009 0.000 0.0659
H 3.61556 -3.57646 -3.85401 -0.057 -0.012 0.023 0.0726
H 2.03363 -3.74791 -4.61791 0.011 0.000 -0.009 0.0635
H 4.75038 -4.12725 -5.98915 -0.016 -0.015 -0.042 0.0994
H 3.70347 -2.73804 -6.16765 0.035 -0.018 -0.001 0.0959
H 3.41320 -4.15747 -8.10163 -0.015 -0.023 -0.004 0.1034
H 1.92999 -4.11815 -7.18056 0.007 -0.005 0.030 0.0906
H 2.38178 -6.37305 -7.99564 0.022 -0.013 0.002 0.1092
H 2.34520 -6.34214 -6.25035 -0.004 0.027 -0.005 0.1013
H 4.14683 -7.77057 -6.99024 0.002 0.019 0.046 0.1036
H 4.84442 -6.38814 -6.17728 -0.037 0.013 0.009 0.0982
H 4.63551 -6.74853 -9.21567 0.000 0.044 -0.010 0.0743
H 6.09783 -6.94154 -8.24535 -0.004 0.022 -0.058 0.0686
H 5.36807 -5.34907 -8.41694 -0.011 -0.008 -0.029 0.0644
C 7.30776 -3.80716 10.03838 0.139 0.045 0.046 -0.1131
C 7.15754 -3.01319 11.33169 -0.090 -0.118 -0.008 -0.2716
C 5.79398 -2.33764 11.47257 0.020 0.067 0.073 -0.2298
C 5.47604 -1.29271 10.40121 0.010 -0.044 -0.098 -0.2343
C 6.48260 -0.14783 10.29446 -0.118 0.070 0.052 -0.2672
C 6.57392 0.69410 11.56281 0.129 0.024 -0.090 -0.1087
H 7.22535 -3.16645 9.15879 -0.019 -0.026 -0.005 0.0645
H 8.28506 -4.29168 10.00100 -0.034 -0.024 -0.047 0.0687
H 6.54446 -4.58517 9.96885 -0.014 0.028 -0.033 0.0745
H 7.96055 -2.27444 11.40629 -0.034 0.020 0.005 0.0980
H 7.29301 -3.69482 12.17637 0.020 0.047 0.010 0.1037
H 5.72950 -1.87648 12.46246 -0.014 0.008 -0.018 0.1006
H 5.01352 -3.10515 11.44929 0.022 -0.008 -0.001 0.1092
H 4.48519 -0.87500 10.60938 0.015 0.019 -0.006 0.1078
H 5.39416 -1.78215 9.42598 -0.006 -0.015 0.019 0.0998
H 6.18216 0.50124 9.46615 0.028 -0.034 -0.019 0.0886
H 7.47352 -0.53198 10.03670 -0.024 -0.031 -0.012 0.1002
H 5.60230 1.12571 11.81320 0.003 -0.027 0.035 0.0741
H 7.28005 1.51484 11.42443 -0.031 0.013 0.053 0.0696
H 6.91807 0.10556 12.41475 -0.029 0.014 0.012 0.0650
C -7.28347 -6.17671 -3.76974 0.045 0.141 -0.046 -0.1131
C -6.04901 -5.77836 -2.96789 0.005 -0.141 -0.041 -0.2725
C -5.96085 -6.47003 -1.60792 0.065 0.057 0.047 -0.2310
C -7.10328 -6.14728 -0.64267 -0.082 -0.020 -0.057 -0.2301
C -7.28422 -4.66269 -0.32840 0.051 -0.062 0.114 -0.2661
C -6.07676 -4.04125 0.36532 -0.092 0.098 -0.044 -0.1107
H -8.20558 -5.89670 -3.25783 -0.003 -0.030 -0.010 0.0649
H -7.28310 -5.67866 -4.74098 -0.046 -0.043 -0.002 0.0685
H -7.30210 -7.25452 -3.94517 -0.035 0.005 0.029 0.0745
H -6.02250 -4.69158 -2.84724 0.001 -0.014 0.039 0.0970
H -5.15843 -6.04130 -3.54633 0.006 0.042 0.026 0.1031
H -5.00548 -6.21109 -1.14201 -0.018 -0.007 0.014 0.0998
H -5.93401 -7.55374 -1.76192 0.001 0.014 -0.021 0.1088
H -6.92845 -6.68895 0.29268 -0.005 0.023 0.003 0.1087
H -8.04247 -6.53997 -1.04321 0.023 -0.012 -0.009 0.1003
H -8.15615 -4.55069 0.32217 -0.014 0.005 -0.048 0.1050
H -7.51085 -4.10390 -1.24075 -0.007 -0.031 -0.009 0.0992
H -5.86035 -4.55671 1.30381 0.038 -0.017 -0.027 0.0773
H -6.27034 -2.99276 0.59429 0.048 -0.025 0.040 0.0514
H -5.18510 -4.08149 -0.26276 0.013 -0.005 0.025 0.0670
```
Positions in Å, forces in eV/Å.

## Properties
E ... -3603.40042 Ha
HOMO energy ... -8.39 eV
SMILES string ... C#CCCCc1c(CCCSC(=S)N2CCOCC2)c2c(c(CCC(F)=C(F)F)c1B(C)O)C(=O)N(CC#C)C2=O.CCCCCC.CCCCCC.CCCCCC.CCCCCC